1.
76
Properties=species:S:1:pos:R:3:forces:R:3 method="wB97M-V/def2-TZVPD" orbital_gap_ha="0.238 / 0.199" multiplicity=4 e_lumo_ev="-3.796 / -5.864" total_charge=+1
C -1.9812 2.7335 2.1730 0.1 0.4 0.2
C -2.4034 1.3512 1.7847 0.0 -0.4 0.5
O -1.2730 0.4765 2.0366 -0.7 -0.1 -0.5
C -1.3812 -0.7263 1.4200 -0.6 0.6 -0.4
C -0.2045 -1.5888 1.6796 -1.3 -0.9 1.8
C -0.5780 -3.0096 1.7876 0.5 -2.7 0.5
O 0.1476 -3.7956 2.4365 -0.9 1.6 -0.7
C -1.8590 -3.6479 1.2461 -0.2 0.6 0.4
C -1.7062 -4.2578 -0.1355 -0.1 -0.4 -0.3
C -0.6662 -5.3939 -0.2230 -0.3 0.0 -0.4
C 0.6822 -4.9674 -0.8250 0.3 -0.3 -0.1
C 1.8960 -5.2102 0.0927 0.1 -0.1 0.0
C 2.9870 -4.1358 -0.0331 -0.2 -0.1 -0.1
C 2.5904 -2.7933 0.5838 0.2 -0.1 0.1
C 2.7528 -2.7332 2.0916 0.1 -0.4 0.3
C 2.2911 -1.4076 2.6867 0.4 -0.2 0.1
C 0.7770 -1.0947 2.7002 0.3 0.4 0.2
O -2.3506 -0.9901 0.7268 1.0 0.2 0.4
H -2.8255 3.4094 2.0149 0.0 0.1 0.2
H -1.6724 2.7825 3.2248 -0.1 0.0 -0.3
H -1.1443 3.0873 1.5609 -0.2 -0.1 0.1
H -3.2200 0.9664 2.4087 0.0 0.2 -0.2
H -2.7110 1.3059 0.7347 0.1 -0.2 0.3
H -2.1332 -4.4395 1.9578 0.2 0.3 -0.1
H -2.6542 -2.9013 1.1970 0.1 -0.5 0.1
H -2.6836 -4.6773 -0.4165 0.2 0.3 0.1
H -1.4833 -3.4622 -0.8608 0.0 -0.2 0.0
H -0.5272 -5.8465 0.7689 0.0 0.1 -0.2
H -1.0881 -6.1706 -0.8775 0.1 0.1 0.3
H 0.8327 -5.5624 -1.7400 0.1 0.4 0.1
H 0.6405 -3.9184 -1.1515 0.0 -0.1 0.1
H 1.5651 -5.2753 1.1404 0.1 0.0 -0.3
H 2.3186 -6.1918 -0.1687 0.0 0.2 0.2
H 3.9013 -4.5103 0.4442 0.0 0.2 -0.1
H 3.2081 -3.9635 -1.0930 0.1 -0.2 0.0
H 3.1947 -1.9890 0.1482 -0.1 -0.2 -0.1
H 1.5459 -2.5661 0.3495 0.0 -0.1 -0.2
H 2.1740 -3.5396 2.5587 0.4 0.2 -0.2
H 3.8164 -2.8981 2.3456 -0.3 0.2 -0.1
H 2.6237 -1.3982 3.7370 -0.2 0.2 -0.3
H 2.8247 -0.5853 2.1921 -0.2 -0.3 0.2
H 0.6490 -0.0084 2.7529 0.2 -0.3 0.2
H 0.4059 -1.5132 3.6540 -0.1 0.1 -0.3
O -1.3912 7.3747 -2.9034 -1.1 -3.9 -0.2
C -1.6186 6.2332 -2.9646 1.2 4.6 0.6
Cr -1.7086 4.3530 -3.2259 0.7 1.5 -0.5
C 0.0736 4.3739 -2.6054 4.2 0.7 0.7
O 1.1917 4.5583 -2.3288 -3.7 -0.8 -0.7
C -0.9499 4.8443 -4.9014 2.6 1.3 -3.3
O -0.3940 5.2852 -5.8239 -2.0 -1.5 2.9
C -3.7939 4.0265 -3.6223 -1.2 -0.5 -0.2
C -3.6045 4.3005 -2.2591 -0.4 0.3 0.1
C -2.6831 3.5462 -1.5116 0.0 -0.7 1.4
C -2.0652 2.3876 -2.0609 0.4 -0.1 0.5
C -1.2536 1.5111 -1.2673 0.7 -0.4 0.3
C -0.4408 0.8166 -0.6424 -1.5 1.4 -1.7
C 0.6419 0.2579 -0.0117 1.6 0.8 -1.3
C 1.6779 1.1987 0.3573 0.2 0.5 -0.1
C 3.0489 0.8443 0.4709 -0.3 -0.3 0.2
C 3.9462 1.6796 1.1268 -0.1 0.3 -0.1
C 3.5271 2.9452 1.5645 0.0 -0.2 -0.1
C 2.2488 3.4105 1.2231 -0.2 -0.1 -0.2
C 1.3463 2.5642 0.5901 0.3 -0.2 0.2
C -2.1083 2.2809 -3.4709 0.5 -1.8 0.0
C -3.0332 3.0166 -4.2290 -0.5 0.1 -0.5
H -4.4912 4.6157 -4.2195 0.2 -0.2 0.2
H -4.1395 5.1157 -1.7670 0.2 -0.2 -0.3
H -2.4718 3.7916 -0.4661 -0.3 -0.2 -0.4
H 0.8713 -0.7990 -0.1264 0.0 0.3 0.0
H 3.3760 -0.1125 0.0489 -0.1 0.4 0.4
H 4.9719 1.3431 1.3103 -0.4 0.2 -0.2
H 4.2070 3.5792 2.1304 -0.1 -0.1 -0.2
H 1.9428 4.4352 1.4509 0.2 -0.3 0.0
H 0.3665 2.9183 0.2574 0.4 -0.1 0.4
H -1.4443 1.5451 -3.9368 -0.5 0.2 0.1
H -3.1247 2.8150 -5.2978 0.1 0.2 0.3



2.
97
Properties=species:S:1:pos:R:3:forces:R:3 method="wB97M-V/def2-TZVPD" orbital_gap_ha=0.291 multiplicity=1 e_lumo_ev=-0.100 relative_energy_kj_mol=0.0
Lu 0.6501 0.5833 0.2372 -1.3 -0.3 -1.8
C -2.8369 0.1227 1.6890 0.0 0.0 0.0
O -2.2803 0.5816 0.4611 0.0 -0.2 -0.1
C -2.8376 1.8087 0.0566 0.0 0.0 0.2
C -1.9810 2.3463 -1.0530 0.1 0.1 -0.1
O -0.6187 2.4863 -0.6532 -0.1 -0.1 0.2
C -0.3349 3.6824 0.0933 0.0 0.0 -0.1
H -3.8724 -0.1987 1.5350 0.0 0.0 0.0
H -2.7937 0.9105 2.4430 0.0 0.0 0.0
H -2.2262 -0.7054 2.0329 0.0 0.0 0.0
H -2.8547 2.5073 0.9029 0.0 0.0 0.0
H -3.8677 1.6766 -0.3009 0.0 0.0 0.0
H -2.3601 3.3146 -1.3913 0.0 0.0 0.0
H -1.9804 1.6552 -1.8978 0.0 0.0 0.0
H -0.8112 4.5356 -0.3945 -0.1 0.0 0.0
H 0.7434 3.8067 0.0807 0.0 0.0 0.0
H -0.6602 3.5875 1.1284 0.0 0.0 0.0
N 7.0075 4.2566 3.1231 0.0 -0.1 0.0
C 6.2484 3.3225 2.4399 0.0 0.0 0.1
C 6.4342 3.1121 1.0707 0.0 0.0 0.0
C 5.7101 2.1498 0.3974 0.0 -0.1 0.1
C 4.7532 1.3903 1.0713 0.0 0.3 -0.1
C 4.5982 1.5680 2.4381 -0.2 -0.1 0.2
C 5.3305 2.5191 3.1185 0.0 0.0 0.0
S 3.9116 0.0767 0.2440 -0.3 -0.9 -0.3
O 3.1084 -0.6245 1.2588 0.6 0.3 -0.1
O 4.9432 -0.6723 -0.4122 0.0 0.0 -0.1
N 2.7104 0.4930 -0.7833 0.9 0.7 -0.3
C 2.8833 1.4982 -1.7033 0.0 -0.7 0.2
N 1.7209 1.9629 -2.1957 0.1 0.0 0.1
C 1.7951 2.9449 -3.0825 -0.2 0.0 0.0
C 2.9932 3.4804 -3.5134 0.0 0.0 0.0
C 4.1298 2.9189 -2.9538 0.0 0.0 0.1
N 4.0913 1.9398 -2.0621 0.1 0.1 -0.1
H 7.4387 4.9839 2.5802 0.0 0.0 0.0
H 6.6645 4.5551 4.0194 0.0 0.0 0.0
H 7.1706 3.7011 0.5351 0.0 0.0 0.0
H 5.8840 1.9743 -0.6515 0.0 0.0 0.0
H 3.9403 0.9359 3.0260 0.1 0.1 -0.2
H 5.1933 2.6281 4.1877 0.0 0.0 0.0
H 0.8463 3.3145 -3.4635 0.0 0.0 0.0
H 3.0393 4.2805 -4.2365 0.0 0.0 0.0
H 5.1190 3.2688 -3.2336 0.0 0.0 0.0
C -1.9466 -2.3337 -0.3265 0.0 0.0 0.0
C -1.4542 -1.5813 -1.5025 0.0 0.2 0.1
N -0.4381 -0.7380 -1.5485 0.1 0.1 -0.4
C -0.3384 -0.3173 -2.8706 0.1 -0.1 0.2
C -1.3131 -0.8895 -3.6071 -0.1 0.0 0.0
N -2.0235 -1.6897 -2.7278 0.0 -0.1 -0.2
C -3.2684 -2.3625 -3.0266 0.0 0.2 0.1
N -4.4069 -1.5967 -2.5806 0.0 -0.2 0.0
N -5.0636 -1.9513 -1.4464 -0.1 0.1 -0.1
N -5.9713 -1.0896 -1.1906 0.2 0.0 -0.2
C -5.9261 -0.1140 -2.1719 -0.3 0.0 0.3
C -6.7038 1.0363 -2.3368 0.0 0.0 0.0
C -6.4200 1.8351 -3.4181 0.1 0.0 0.0
C -5.3858 1.5054 -4.3242 0.0 0.0 0.0
C -4.6160 0.3748 -4.1736 -0.1 0.0 0.0
C -4.9196 -0.4337 -3.0704 0.2 0.1 -0.1
H -1.3712 -2.0398 0.5406 0.0 0.0 0.0
H -1.8239 -3.4105 -0.4727 0.0 0.0 0.0
H -3.0020 -2.1364 -0.1377 0.0 0.0 0.0
H 0.4326 0.3654 -3.1773 0.0 0.0 0.0
H -1.5596 -0.8236 -4.6527 0.0 0.0 0.0
H -3.3184 -3.3266 -2.5286 0.0 0.0 0.0
H -3.3214 -2.5010 -4.1044 0.0 -0.1 0.0
H -7.4923 1.2762 -1.6361 0.0 0.0 0.0
H -6.9966 2.7347 -3.5861 0.0 0.0 0.0
H -5.1948 2.1641 -5.1613 0.0 0.0 0.0
H -3.8248 0.1357 -4.8704 0.0 0.0 0.0
F 2.1834 0.2273 4.7920 0.6 -0.4 0.4
Te 1.3119 0.4527 3.1110 -1.0 1.3 1.7
F -0.3218 1.3020 2.0545 0.0 -0.2 0.0
F 1.0980 2.1707 3.7909 0.2 0.6 0.3
F -0.1599 -0.1277 4.0776 -0.4 -0.4 0.3
F 1.8312 1.9837 1.1611 0.3 0.4 0.2
O 0.3164 -1.1223 1.5427 1.0 -0.7 0.2
C 1.9593 -3.0811 0.1754 0.2 -0.2 0.0
Si 1.1244 -2.5864 1.7700 -0.8 0.2 -0.3
C 2.1741 -2.6787 3.3239 0.3 0.4 0.1
C -0.1806 -3.8986 2.1319 -0.2 0.0 0.0
C -1.3708 -3.5767 2.7907 0.0 0.0 0.1
C -2.3152 -4.5477 3.0984 0.0 0.0 0.0
C -2.0800 -5.8745 2.7609 0.0 0.0 0.0
C -0.8956 -6.2226 2.1252 0.0 0.0 0.0
C 0.0399 -5.2425 1.8145 -0.1 0.0 0.0
H 3.0158 -3.3232 0.3134 0.0 0.0 0.0
H 1.9182 -2.2608 -0.5417 0.0 0.0 0.0
H 1.4639 -3.9478 -0.2706 0.0 0.0 0.0
H 3.2324 -2.4854 3.1383 0.0 0.0 0.0
H 2.0513 -3.6760 3.7513 0.1 -0.1 -0.2
H 1.8747 -2.0096 4.1397 -0.1 -0.1 -0.1
H -1.5555 -2.5465 3.0804 0.0 0.0 0.0
H -3.2325 -4.2712 3.6042 0.0 0.0 0.0
H -2.8139 -6.6346 2.9984 0.0 0.0 0.0
H -0.7009 -7.2577 1.8723 0.0 0.0 0.0
H 0.9573 -5.5370 1.3136 0.0 0.0 0.0



3.
13
Properties=species:S:1:pos:R:3:forces:R:3 method="wB97M-V/def2-TZVPD" orbital_gap_ha="0.192 / 0.192" multiplicity=1 e_lumo_ev="-1.697 / -1.697" relative_energy_kj_mol=710.1
C -0.0762 -0.4436 -0.8373 5.0 1.4 -0.1
C -1.3131 -0.1963 -1.3392 -2.9 1.8 0.7
O -0.6907 -0.1881 1.0509 1.7 0.8 3.3
Si 1.3335 0.9311 -0.6407 -1.7 -1.2 0.3
Si -0.1581 0.6343 2.3190 -1.2 0.1 -2.9
H -1.5339 -0.6171 -0.3233 -1.3 -0.4 -0.2
H -1.7157 -0.8825 -2.0007 -0.8 -1.4 -1.5
H -1.8889 0.7678 -1.2830 0.7 -0.2 -0.5
H 1.5555 1.5105 -2.0111 0.4 -0.3 0.4
H 1.1360 2.0890 0.3239 -0.4 0.0 -0.3
H 2.3941 0.2465 0.1178 0.5 0.0 -0.4
H 1.2715 1.1661 2.3596 -0.8 -0.5 0.6
H -1.3722 1.4399 2.7183 0.9 -0.2 0.7



4.
7
Properties=species:S:1:pos:R:3:forces:R:3 method="wB97M-V/def2-TZVPD" orbital_gap_ha="0.269 / 0.312" multiplicity=1 e_lumo_ev="-2.131 / -1.276" relative_energy_kj_mol=275.6
C 0.9285 -0.0774 -1.6344 -1.5 -0.8 1.0
C -0.7808 0.0184 1.5461 -0.6 1.1 1.8
O 0.8633 -1.2328 -1.7317 0.3 1.0 0.3
O -1.2521 0.2169 2.6606 0.5 -0.8 -1.5
S -0.4163 1.2702 0.4559 1.0 0.7 -1.8
H 1.1622 0.6950 -2.3657 0.3 0.4 0.0
H -0.5048 -0.8904 1.0692 0.0 -1.8 0.2



5.
55
Properties=species:S:1:pos:R:3:forces:R:3 method="wB97M-V/def2-TZVPD" orbital_gap_ha=0.185 multiplicity=1 e_lumo_ev=-1.623 relative_energy_kj_mol=235.1
Sn 2.7022 -1.1283 3.7787 0.2 0.2 0.1
Se 3.0543 1.3763 5.1005 -0.2 -0.5 0.1
Se 4.8228 0.3625 6.2410 -0.3 0.1 0.0
Te 6.4534 0.3242 4.3619 0.1 -0.1 -0.1
Se 5.1820 -1.3097 2.9260 0.0 0.1 -0.1
C 4.4754 -4.5194 -2.1263 0.1 0.0 0.0
O 4.5928 -3.1483 -2.4658 -0.1 0.0 0.0
C 4.0016 -2.2445 -1.6448 0.1 0.0 0.0
C 4.0103 -0.9193 -2.1182 0.0 0.0 0.0
C 3.4099 0.0507 -1.3517 0.1 0.0 0.0
C 2.8605 -0.2950 -0.1281 -0.1 0.0 0.0
C 2.7926 2.0123 1.1216 0.1 0.1 0.1
C 2.6437 3.0919 0.1152 -0.1 0.0 0.1
O 3.3180 1.9314 2.1434 0.1 -0.1 -0.4
C 2.8562 -1.5853 0.4155 0.4 -0.2 -0.1
O 2.3738 -1.8783 1.5679 -0.4 0.3 0.3
C 3.4485 -2.5659 -0.4226 0.0 -0.1 0.1
H 4.8390 -5.0748 -2.9863 0.0 0.0 0.0
H 3.4354 -4.7879 -1.9292 0.0 0.0 0.0
H 5.0841 -4.7641 -1.2528 0.0 0.0 0.0
H 4.4800 -0.6906 -3.0633 0.0 0.0 0.0
H 3.3807 1.0719 -1.7096 0.0 0.0 0.0
H 1.7502 2.9735 -0.4902 0.0 0.0 0.0
H 3.5278 3.0722 -0.5225 0.0 0.0 0.0
H 2.6249 4.0361 0.6548 0.0 0.0 0.0
H 3.4739 -3.5703 -0.0261 0.0 0.0 0.0
Br -9.6749 0.5201 -2.9602 0.0 0.0 0.0
C -7.8436 0.4798 -2.4948 0.0 0.0 0.0
C -7.4745 0.7153 -1.1760 0.0 0.0 0.0
C -6.1372 0.6887 -0.8300 0.0 0.0 0.0
C -5.1797 0.4223 -1.8058 0.0 0.0 0.0
C -5.5611 0.1711 -3.1164 0.0 0.0 0.0
C -6.9001 0.2083 -3.4709 0.0 0.0 0.0
N -3.7813 0.3610 -1.5520 0.1 0.1 0.1
N -3.4283 0.7926 -0.4442 -0.1 -0.1 -0.1
C -2.0221 0.7378 -0.2219 0.0 0.0 0.0
C -1.1096 0.7010 -1.2414 0.0 0.0 0.0
C 0.2648 0.6737 -0.9565 0.0 0.0 0.0
C 0.6842 0.6947 0.3390 0.1 0.0 -0.1
O 2.0809 0.6599 0.6287 -0.3 0.2 -0.1
C -0.2135 0.7378 1.4309 0.0 0.0 0.0
N 0.2735 0.7465 2.6942 0.0 0.1 0.1
C -0.5907 0.8075 3.6762 0.2 -0.1 0.0
C -1.9889 0.8532 3.4904 0.0 0.0 0.0
C -2.4919 0.8287 2.2257 0.0 0.0 0.1
C -1.5957 0.7727 1.1328 0.0 0.0 -0.1
H -8.2322 0.9137 -0.4310 0.0 0.0 0.0
H -5.8291 0.8677 0.1898 0.0 0.0 0.0
H -4.7979 -0.0498 -3.8506 0.0 0.0 0.0
H -7.2083 0.0229 -4.4899 0.0 0.0 0.0
H -1.4535 0.6911 -2.2652 0.0 0.0 0.0
H 0.9842 0.6078 -1.7604 0.0 0.0 0.0
H -0.1754 0.8061 4.6797 0.1 0.0 0.0
H -2.6369 0.8933 4.3547 0.0 0.0 0.0
H -3.5550 0.8531 2.0360 0.0 0.0 0.0



6.
17
Properties=species:S:1:pos:R:3:forces:R:3 method="wB97M-V/def2-TZVPD" orbital_gap_ha=0.385 multiplicity=1 e_lumo_ev=0.978 relative_energy_kj_mol=9.8 smiles="O[C@@H]1C=CCCC1"
O 1.8518 -0.8269 1.1723 -0.2 0.1 0.2
C 1.3562 -0.4371 -0.1064 -0.1 0.1 -0.4
C 1.1141 1.0590 -0.2437 -0.1 0.0 0.1
C -0.1024 1.6090 -0.2361 0.1 -0.2 0.0
C -1.3786 0.8385 -0.0134 0.0 0.0 0.0
C -1.1404 -0.6545 0.2595 0.0 0.0 0.0
C 0.0870 -1.2032 -0.4838 -0.1 0.0 0.0
H 1.1013 -0.8860 1.7775 0.1 0.1 0.0
H 2.1744 -0.7038 -0.7853 -0.2 0.0 0.0
H 1.9947 1.6809 -0.4035 -0.2 -0.1 0.1
H -0.2268 2.6825 -0.3919 0.2 -0.2 0.1
H -2.0429 0.9739 -0.8793 0.2 0.0 0.1
H -1.9113 1.2983 0.8314 0.0 -0.1 -0.2
H -1.0118 -0.8066 1.3418 0.0 0.0 -0.2
H -2.0260 -1.2379 -0.0156 0.1 0.1 0.1
H 0.2158 -2.2679 -0.2548 0.0 0.2 0.0
H -0.0549 -1.1181 -1.5688 -0.1 0.0 0.2



Record-wise energy values, in hartree: -2774.5663 -4841.9722 -734.9607 -625.9574 -11651.1655 -309.8386